[1]
Entry from the Open Molecules 2025 dataset: a cluster of 6 separate species, C29H63BrClN11O9 in total in a non-equilibrium geometry (ωB97M-V/def2-TZVPD).

Output
Calculated total energy in hartree: -5456.22500
SMILES string: CCCCCCC[C@@H]1OC(=O)[C@](C[C@H](C)Cl)(OCCCC)[C@@]1(CC(=O)Br)NCCCC.NC(N)=O.NC(N)=O.NC(N)=O.NC(N)=O.NC(N)=O

Structure (XYZ):
```
114
C29H63BrClN11O9 | the Open Molecules 2025 dataset | ωB97M-V/def2-TZVPD
C 5.75278 -3.73660 3.37961
C 6.12559 -3.38402 1.80085
C 4.81675 -2.51625 1.23323
C 4.67075 -2.68270 -0.39107
C 4.05830 -1.27021 -0.97701
C 2.73970 -1.61409 -1.88762
C 1.37251 -1.93820 -1.04430
C 0.82754 -0.71703 -0.09746
O 0.15981 -1.48754 1.00410
C -1.29856 -1.28113 0.81047
O -2.00816 -1.98867 1.69069
C -1.77580 -0.29941 -0.44257
C -2.74509 0.97954 -0.14115
C -4.35218 0.73067 -0.31107
C -5.02862 -0.27722 0.79657
Cl -4.86953 0.33215 -2.08659
O -1.94280 -1.05867 -1.69061
C -2.71740 -2.29177 -1.51652
C -1.78081 -3.67773 -1.54642
C -2.83907 -4.92900 -1.41258
C -3.17363 -5.17772 0.20383
C -0.26225 0.36769 -0.69927
C -0.02029 0.68268 -2.32436
C 1.20067 1.73792 -2.60977
O 2.42268 1.71609 -2.07315
Br 0.84535 3.20494 -3.95785
N 0.07731 1.69572 -0.09538
C 0.18758 1.70289 1.40255
C 0.13671 3.30012 1.89470
C -1.05889 3.43115 3.05424
C -0.44407 2.95376 4.53183
H 6.69548 -3.93650 4.04349
H 5.03318 -4.65940 3.36372
H 5.11963 -2.80309 3.76537
H 6.29843 -4.37697 1.17030
H 7.04476 -2.63480 1.72624
H 5.05376 -1.39247 1.45957
H 3.80498 -2.87081 1.70927
H 5.73872 -2.93756 -0.84361
H 3.94625 -3.55888 -0.71491
H 3.90896 -0.43099 -0.17562
H 4.88237 -0.85225 -1.73302
H 3.00331 -2.61385 -2.48483
H 2.55437 -0.80229 -2.74313
H 1.55181 -2.88510 -0.35473
H 0.52193 -2.13584 -1.85470
H 1.81113 -0.33257 0.40612
H -2.45722 1.81604 -0.94305
H -2.58942 1.44554 0.94490
H -4.86171 1.79372 -0.11260
H -6.09274 -0.64063 0.39754
H -5.18254 0.33492 1.78194
H -4.41519 -1.24228 1.03339
H -3.40064 -2.38946 -2.49156
H -3.46153 -2.29968 -0.61394
H -0.93964 -3.66333 -0.73315
H -1.35129 -3.71314 -2.65977
H -3.85024 -4.68015 -1.95130
H -2.38809 -5.91987 -1.84150
H -4.02410 -4.47001 0.60742
H -3.55518 -6.28246 0.29539
H -2.17709 -5.07893 0.84532
H -1.00806 1.16435 -2.76790
H 0.20063 -0.27945 -2.95118
H -0.44226 2.50336 -0.49241
H 1.25800 1.31962 1.76556
H -0.68532 1.17557 1.98162
H 1.17868 3.67453 2.30876
H -0.17977 4.03284 1.03890
H -1.49590 4.54071 3.09548
H -2.00101 2.75338 2.77564
H 0.49562 2.26867 4.26404
H -1.28150 2.34444 5.11468
H -0.14789 3.91739 5.13207
N -8.54830 1.09838 -3.16409
C -8.96687 1.15557 -1.88691
N -10.30200 1.09663 -1.73332
O -8.19763 1.25293 -0.94392
H -9.16642 1.01819 -3.95382
H -7.55026 1.13966 -3.32393
H -10.65897 1.13652 -0.78760
H -10.95152 1.01628 -2.49743
N 2.84256 6.70044 3.54338
C 2.18674 6.14064 4.57593
N 2.82966 6.21945 5.75495
O 1.09671 5.60475 4.45303
H 3.74078 7.14626 3.62488
H 2.39337 6.66295 2.63775
H 2.37044 5.81031 6.55815
H 3.72759 6.65675 5.87607
N 1.46810 -5.19677 -6.14779
C 0.65866 -4.96452 -5.09874
N -0.46067 -5.71046 -5.08077
O 0.91879 -4.14364 -4.23333
H 1.27101 -5.86851 -6.87036
H 2.32163 -4.65625 -6.19944
H -1.09743 -5.56684 -4.30791
H -0.69224 -6.39148 -5.78417
N -2.83331 8.36567 5.61173
C -2.15056 8.38073 4.45273
N -1.47051 7.25015 4.19013
O -2.14836 9.34219 3.70038
H -2.84729 7.58348 6.24432
H -3.35887 9.19727 5.84747
H -0.94309 7.21983 3.32739
H -1.46018 6.44794 4.79721
N 7.11201 -1.43811 -4.67188
C 6.55860 -2.62504 -4.36435
N 6.82055 -3.05745 -3.11774
O 5.87422 -3.25824 -5.15247
H 7.67850 -0.90193 -4.03643
H 6.93948 -1.07635 -5.60070
H 6.42276 -3.94693 -2.84574
H 7.38172 -2.55022 -2.45442
```

Mulliken atomic charge list, values in e, 5 entries:
1. C -0.940
2. C -0.321
3. C -0.636
4. C -0.032
5. C -0.334

=====

[2]
Entry from the Open Molecules 2025 dataset: a structure of composition C29H63Ca2N2O7 in a non-equilibrium geometry (ωB97M-V/def2-TZVPD).

Output
Calculated total energy in hartree: -3133.21400
Net charge: +3
ΔE to the lowest compared entry with this formula, charge and spin in kJ/mol: 707.9

Structure (XYZ):
```
103
C29H63Ca2N2O7 | the Open Molecules 2025 dataset | ωB97M-V/def2-TZVPD
Ca 0.64348 26.40796 -9.40824
Ca -2.50387 24.44667 -9.81486
O -1.52473 26.70397 -13.23024
C -1.59377 25.87596 -12.16897
O -0.77785 25.99577 -11.24257
O -2.54247 25.12417 -12.08124
H -2.33993 26.51252 -13.69970
C -0.00368 30.48626 -15.28301
C 0.07381 29.07239 -15.68236
C -0.49223 29.13244 -17.07933
O -1.60214 30.05372 -16.88266
C -1.33961 30.96175 -15.81602
H 0.87226 31.02069 -15.65073
H 0.03912 30.57905 -14.19781
H -0.61882 28.49119 -15.07362
H 1.07982 28.65285 -15.68745
H -0.94191 28.19710 -17.41254
H 0.23841 29.61059 -17.73174
H -2.10787 30.78643 -15.06293
H -1.42427 32.02610 -16.03535
C -6.47753 23.18920 -11.67018
C -6.89010 23.84587 -10.38640
C -5.64568 23.66167 -9.48204
O -4.53944 23.57676 -10.37391
C -4.99043 22.81756 -11.53646
H -6.51944 23.90971 -12.48701
H -7.02724 22.30542 -11.99399
H -7.70658 23.29784 -9.91615
H -7.16317 24.89877 -10.45659
H -5.75700 22.77175 -8.86257
H -5.47031 24.51320 -8.82459
H -4.78293 21.74841 -11.49223
H -4.40734 23.11539 -12.40790
C 0.01456 22.67038 -14.11382
C -0.72941 21.37133 -14.01214
C -0.84470 21.09935 -12.50358
O 0.41272 21.53805 -12.05662
C 0.66329 22.74981 -12.76848
H -0.66197 23.51564 -14.24011
H 0.70428 22.64752 -14.95754
H -0.26241 20.48373 -14.43898
H -1.72447 21.42261 -14.45409
H -0.98206 20.04519 -12.26278
H -1.69655 21.53635 -11.98255
H 1.72072 23.01374 -12.78536
H 0.25626 23.59888 -12.21939
C -5.46530 27.24667 -16.22249
C -6.09809 26.46306 -15.06917
C -4.85494 25.76596 -14.52799
O -3.81320 26.72853 -14.67081
C -4.13781 27.72144 -15.59010
H -6.16593 28.05935 -16.41428
H -5.26653 26.59493 -17.07327
H -6.86299 25.72782 -15.31910
H -6.48309 27.13141 -14.29898
H -4.63418 24.89295 -15.14217
H -4.94266 25.40301 -13.50395
H -3.40437 27.87035 -16.38257
H -4.17155 28.66785 -15.05041
C -3.31614 26.59440 -20.26324
C -2.81038 25.12783 -20.24111
N -1.71158 25.01084 -19.24331
C -2.33122 24.93807 -17.86611
C -1.33122 25.09129 -16.73591
C -0.88116 23.79725 -19.44663
C -0.18273 23.78664 -20.83204
H -2.54698 27.36653 -20.28048
H -3.96945 26.77478 -19.40957
H -3.99174 26.67106 -21.11516
H -3.59992 24.40496 -20.03575
H -2.50710 24.90789 -21.26471
H -2.88406 24.01350 -17.69982
H -3.16452 25.61970 -17.69553
H -1.83213 24.83392 -15.80266
H -1.10903 26.15772 -16.69778
H -0.45352 24.46771 -16.90587
H -0.03000 23.70995 -18.77135
H -1.40651 22.84687 -19.35236
H 0.12079 24.79757 -21.10407
H 0.60402 23.04593 -20.97510
H -0.91367 23.54052 -21.60227
C 2.32019 26.67794 -12.48393
C 1.75185 28.06600 -12.01856
N 1.75020 28.21876 -10.59826
C 3.02692 28.71887 -10.06403
C 4.18842 27.82531 -10.17062
C 0.69616 29.19915 -10.24353
C 0.85036 30.59827 -10.88992
H 3.27020 26.41323 -12.01970
H 2.40262 26.73790 -13.56916
H 1.64922 25.83664 -12.31045
H 2.27733 28.84468 -12.57140
H 0.73454 28.01943 -12.40715
H 3.32377 29.64786 -10.55081
H 2.94565 28.98338 -9.00973
H 3.92891 26.84216 -9.77796
H 4.57191 27.72059 -11.18554
H 4.98875 28.11716 -9.49062
H 0.71905 29.29326 -9.15784
H -0.29489 28.83149 -10.50953
H 0.03144 31.22594 -10.53850
H 0.93416 30.66542 -11.97462
H 1.67650 31.22932 -10.56225
```

Mulliken atomic charge list, values in e, 5 entries:
1. Ca 1.272
2. Ca 1.422
3. O 0.055
4. C 0.504
5. O 0.175